# C55H46ClO5P3PbS3SbSi

A structure of composition C55H46ClO5P3PbS3SbSi at a distorted geometry (ωB97M-V/def2-TZVPD, the OMol25 dataset).

Structure (XYZ):
```
116
Properties=species:S:1:pos:R:3
Pb -14.66495 -16.88230 -9.97475
C -15.43666 -20.44293 -5.60694
Si -15.61794 -18.72241 -6.23272
C -17.35973 -18.48089 -6.85733
C -18.18611 -18.43166 -5.74756
C -19.54023 -18.26516 -5.79252
C -20.15943 -18.21201 -6.99877
C -19.38999 -18.37945 -8.16033
C -18.00538 -18.51202 -8.11736
P -17.03722 -18.82877 -9.64073
C -16.85707 -20.67779 -9.70627
C -17.52286 -21.49540 -8.76275
C -17.38114 -22.85227 -8.80061
C -16.69788 -23.46430 -9.82669
C -16.19004 -22.67860 -10.85210
C -16.21603 -21.29024 -10.77012
C -18.23470 -18.51354 -11.01332
C -18.54164 -19.45311 -11.95604
C -19.29147 -19.09648 -13.08122
C -19.77926 -17.82146 -13.22494
C -19.41284 -16.85912 -12.28873
C -18.66054 -17.17481 -11.20746
C -15.26369 -17.38918 -4.93279
C -14.77558 -17.77237 -3.69740
C -14.66291 -16.86684 -2.66399
C -15.01475 -15.53966 -2.83888
C -15.39971 -15.08960 -4.08732
C -15.48164 -15.99813 -5.15268
P -15.84632 -15.45120 -6.88728
C -14.14763 -14.77299 -7.31277
C -13.99206 -13.96683 -8.43684
C -12.74432 -13.60796 -8.92956
C -11.60839 -14.02163 -8.22748
C -11.78254 -14.82438 -7.12040
C -13.02237 -15.18726 -6.63118
C -16.72637 -13.85990 -6.60074
C -18.09420 -13.83685 -6.75327
C -18.79758 -12.64459 -6.52389
C -18.12121 -11.48008 -6.15951
C -16.73931 -11.47391 -6.03446
C -16.05437 -12.65125 -6.30138
H -16.12170 -20.58904 -4.75999
H -15.74756 -21.15549 -6.40694
H -14.44060 -20.70345 -5.34725
H -17.74426 -18.42092 -4.73741
H -20.09230 -18.22686 -4.82841
H -21.24654 -18.09141 -7.11898
H -19.92304 -18.36679 -9.11048
H -18.22531 -21.05821 -8.02556
H -17.91684 -23.45687 -8.04467
H -16.68883 -24.51451 -9.85111
H -15.68644 -23.14467 -11.67014
H -15.80026 -20.69443 -11.53979
H -18.36543 -20.52143 -11.85482
H -19.46858 -19.84926 -13.78883
H -20.35154 -17.59516 -14.09778
H -19.72988 -15.81502 -12.34933
H -18.44535 -16.43620 -10.44919
H -14.46964 -18.80746 -3.50540
H -14.29659 -17.23206 -1.72673
H -14.98505 -14.83050 -2.02124
H -15.64594 -14.06260 -4.24701
H -14.84632 -13.49395 -8.90789
H -12.75916 -13.10069 -9.86858
H -10.63829 -13.66702 -8.51854
H -10.87416 -15.18821 -6.61786
H -13.04611 -15.78452 -5.74243
H -18.65905 -14.71790 -7.03748
H -19.86951 -12.48542 -6.72882
H -18.67197 -10.56810 -6.02018
H -16.19345 -10.60256 -5.78847
H -14.97688 -12.66317 -6.27630
S -13.80824 -22.03670 -8.30726
Sb -13.06057 -20.04865 -9.02805
S -14.06207 -18.25141 -7.65682
S -13.22049 -19.09974 -11.13208
O -18.70943 -14.02534 -11.02403
Cl -17.30205 -14.13680 -10.78456
O -16.69901 -12.87422 -10.51652
O -17.12810 -14.94085 -9.57213
O -16.66251 -14.77865 -11.92239
O -13.30418 -15.40920 -11.65395
P -13.02419 -14.75541 -12.97198
C -11.30171 -14.37371 -13.14877
C -10.84414 -13.24120 -13.85948
C -9.50006 -13.04126 -14.13493
C -8.58609 -13.96875 -13.69484
C -8.98640 -15.05465 -12.95144
C -10.33506 -15.27429 -12.66598
C -13.43374 -15.89119 -14.27988
C -14.61966 -16.59205 -14.16309
C -14.97032 -17.48703 -15.15807
C -14.15442 -17.64789 -16.27281
C -12.97102 -16.95448 -16.40928
C -12.62883 -16.05659 -15.42087
C -14.01068 -13.26188 -13.35397
C -14.43119 -12.37717 -12.39117
C -15.10355 -11.22354 -12.73140
C -15.33145 -10.91928 -14.08032
C -14.81144 -11.76155 -15.08190
C -14.22981 -12.94501 -14.71714
H -11.54702 -12.52987 -14.25690
H -9.20648 -12.15429 -14.68747
H -7.55844 -13.78093 -13.89155
H -8.25094 -15.75981 -12.63334
H -10.63631 -16.11688 -12.06117
H -15.28286 -16.29876 -13.37438
H -15.91319 -18.02087 -15.11136
H -14.47225 -18.30304 -17.04767
H -12.36795 -17.02746 -17.30931
H -11.67526 -15.50208 -15.46691
H -14.33040 -12.60846 -11.33737
H -15.47034 -10.53073 -11.96920
H -15.82022 -10.00504 -14.39994
H -14.92475 -11.52300 -16.14124
H -13.93002 -13.62457 -15.47504
```

## Properties
Lowest unoccupied orbital energy (alpha / beta) = -0.182 / -1.920 eV
Orbital gap (alpha / beta) = 7.5 / 6.3 eV
Spin multiplicity = 2